i) {
  "formula": "C10H15N2O",
  "method": "ωB97M-V/def2-TZVPD",
  "smiles": "C[N+]1=C=C2OC=C[C@H]2NC(C)(C)C1",
  "multiplicity": 1,
  "e_lumo_ev": [-5.2700, -5.2701],
  "charge": 1,
  "orbital_gap_ev": [7.419, 7.420],
  "species": ["C", "N", "C", "C", "O", "C", "C", "C", "N", "C", "C", "C", "C", "H", "H", "H", "H", "H", "H", "H", "H", "H", "H", "H", "H", "H", "H", "H"],
  "coordinates": [[2.57529, 0.67820, -1.61614], [1.55724, -0.15191, -0.90164], [0.97370, -1.10327, -1.50279], [-0.14696, -1.71375, -0.87823], [-0.31351, -2.99652, -0.91591], [-1.66573, -3.30076, -0.64776], [-2.33368, -2.22528, -0.23013], [-1.36842, -1.02860, -0.22218], [-1.22312, -0.13546, 0.84903], [-0.12365, 0.83218, 0.82869], [-0.42497, 1.96460, -0.17305], [0.02794, 1.42831, 2.21932], [1.24354, 0.20342, 0.53772], [2.15046, 0.88220, -2.68439], [2.78874, 1.61300, -1.08126], [3.29371, -0.06533, -1.83678], [-1.82749, -4.40017, -0.58859], [-3.31821, -2.23501, 0.16941], [-1.78901, -0.42806, -1.16744], [-2.06358, 0.25580, 1.18070], [-0.69124, 1.78889, -1.20501], [0.28457, 2.77558, -0.00991], [-1.31795, 2.54899, 0.19643], [0.29859, 0.62899, 3.03253], [-0.82278, 2.04301, 2.60011], [0.91779, 2.11951, 2.23372], [2.05685, 0.83036, 0.75558], [1.26189, -0.80892, 1.05796]]
}

ii) {
  "formula": "C10H15N2O",
  "method": "ωB97M-V/def2-TZVPD",
  "smiles": "CC(C)(C)C(=O)N[n+]1ccccc1",
  "multiplicity": 1,
  "e_lumo_ev": -4.1627,
  "charge": 1,
  "orbital_gap_ev": 9.518,
  "species": ["C", "C", "C", "C", "C", "O", "N", "N", "C", "C", "C", "C", "C", "H", "H", "H", "H", "H", "H", "H", "H", "H", "H", "H", "H", "H", "H", "H"],
  "coordinates": [[-2.18005, -0.89542, 1.20042], [-2.07673, -0.06678, -0.04973], [-2.51209, 1.37612, 0.21519], [-3.01891, -0.66829, -1.12011], [-0.66942, -0.12850, -0.62332], [-0.27663, -0.65695, -1.62055], [0.38182, 0.85014, 0.30780], [1.68061, 0.39009, 0.14139], [2.70868, 1.26889, 0.14604], [3.99706, 0.90073, 0.01407], [4.27068, -0.45678, -0.07500], [3.23877, -1.35515, 0.08000], [1.89859, -0.91811, 0.08886], [-3.30286, -1.22571, 1.31717], [-1.63508, -1.76377, 0.92182], [-1.89432, -0.50109, 2.20170], [-1.64258, 1.81821, 0.68783], [-2.85700, 1.93149, -0.70599], [-3.47468, 1.33030, 0.79635], [-4.06943, -0.15631, -1.05564], [-3.19138, -1.74450, -1.06542], [-2.65443, -0.47327, -2.21860], [0.24246, 1.89038, 0.26356], [2.46804, 2.35507, 0.06930], [4.83632, 1.64064, -0.11628], [5.30740, -0.74890, -0.26721], [3.42488, -2.40399, 0.10309], [1.00027, -1.58855, 0.36325]]
}

Top of the stability list: ii), leading by 54.7 kcal/mol.

i) {
  "formula": "C2H9N4",
  "method": "ωB97M-V/def2-TZVPD",
  "multiplicity": 1,
  "e_lumo_ev": -5.5695,
  "charge": 1,
  "orbital_gap_ev": 7.855,
  "species": ["C", "C", "N", "N", "N", "N", "H", "H", "H", "H", "H", "H", "H", "H", "H"],
  "coordinates": [[-0.36894, -1.16734, -0.10969], [-0.20363, -0.09334, -0.98247], [-0.04318, -1.07684, 1.12797], [-0.10624, 1.07206, -0.87760], [0.25972, -0.71607, -2.71804], [-0.01868, 1.25472, 2.06148], [-0.72760, -2.13362, -0.41342], [-0.09139, -1.92579, 1.72904], [0.08286, 1.71198, -1.69405], [0.74437, 1.64497, 1.50329], [0.47345, -1.66151, -2.69127], [1.05858, -0.18323, -3.07514], [-0.13816, 1.64179, 2.95591], [-0.05802, -0.05585, 1.59929], [-0.86314, 1.68805, 1.58470]]
}

ii) {
  "formula": "C2H9N4",
  "method": "ωB97M-V/def2-TZVPD",
  "multiplicity": 1,
  "e_lumo_ev": -7.5693,
  "charge": 1,
  "orbital_gap_ev": 4.580,
  "species": ["N", "C", "N", "N", "H", "H", "H", "H", "H", "H", "C", "N", "H", "H", "H"],
  "coordinates": [[-0.70927, -0.11258, 1.03221], [0.35442, -0.74761, 0.11673], [0.38027, -1.45401, -1.07430], [1.39990, -1.25707, 0.93570], [-1.26016, -0.96399, 1.22612], [-0.00532, -0.09007, 1.77363], [-0.10217, -2.34791, -0.92667], [-0.20421, -0.94430, -1.74968], [1.31196, -2.27153, 0.84236], [2.24369, -1.00989, 0.40416], [-0.38160, 2.00972, -0.43973], [-0.90469, 3.04633, -0.94083], [0.39552, 2.04826, 0.32983], [-0.61564, 1.00331, -0.79840], [-1.90271, 3.09133, -0.73112]]
}

Top of the stability list: i), leading by 83.1 kcal/mol.

i) {
  "formula": "C2H9N4",
  "method": "ωB97M-V/def2-TZVPD",
  "smiles": "[H]/N=[NH+]/CN(C)N",
  "multiplicity": 1,
  "e_lumo_ev": -6.3142,
  "charge": 1,
  "orbital_gap_ev": 6.929,
  "species": ["H", "N", "N", "C", "N", "C", "N", "H", "H", "H", "H", "H", "H", "H", "H"],
  "coordinates": [[-3.65927, 0.29887, 0.31488], [-2.87375, -0.21476, 0.03354], [-1.67449, 0.15530, 0.07544], [-0.60439, -0.67427, -0.33768], [0.63508, -0.03700, 0.20436], [1.86435, -0.67170, 0.19935], [0.58171, 1.33936, -0.02999], [-1.45968, 1.14788, 0.28599], [-0.90750, -1.70418, -0.14079], [-0.70072, -0.59653, -1.45171], [2.48070, -0.18200, 0.88952], [1.65757, -1.69805, 0.42397], [2.59869, -0.67550, -0.63032], [0.65122, 1.87368, 0.83546], [1.41048, 1.63888, -0.67201]]
}

ii) {
  "formula": "C2H9N4",
  "method": "ωB97M-V/def2-TZVPD",
  "multiplicity": 1,
  "e_lumo_ev": -3.6768,
  "charge": 1,
  "orbital_gap_ev": 9.867,
  "species": ["C", "C", "N", "N", "N", "N", "H", "H", "H", "H", "H", "H", "H", "H", "H"],
  "coordinates": [[1.52086, 0.05155, -0.01113], [-1.44349, 0.71220, -0.43541], [1.53349, 1.28840, -0.04355], [2.19936, -0.98301, -0.39304], [-0.18676, -0.84503, 0.78490], [-1.38119, -0.14774, 0.69552], [-0.93836, 0.18978, -1.19999], [-2.47102, 0.83866, -0.75086], [-0.89198, 1.66727, -0.38534], [0.82810, 2.04586, 0.22511], [3.28961, -0.90229, -0.61009], [1.86475, -1.90327, -0.19022], [-0.13549, -1.61091, 0.02777], [-2.24128, -0.73328, 0.76390], [-1.54660, 0.33181, 1.52243]]
}

Top of the stability list: ii), leading by 7.5 kcal/mol.

i) {
  "formula": "C3H7BrN2",
  "method": "ωB97M-V/def2-TZVPD",
  "multiplicity": 1,
  "e_lumo_ev": 0.4971,
  "charge": 0,
  "orbital_gap_ev": 9.087,
  "species": ["C", "C", "C", "N", "N", "Br", "H", "H", "H", "H", "H", "H", "H"],
  "coordinates": [[-0.60154, -0.32455, 1.80553], [1.72731, 0.75351, -0.77330], [-0.76824, -0.29884, 0.34487], [-2.27699, -0.47492, -1.46399], [-1.62326, -0.41882, -0.45871], [2.61486, 1.31976, -2.40741], [0.41856, -0.63252, 1.84816], [-0.93432, 0.52396, 2.49268], [-0.99935, -1.32096, 2.21875], [1.15631, 0.06721, -1.23946], [1.29234, 1.60235, -0.39896], [2.46400, 0.47225, -0.08147], [-2.46968, -1.26844, -1.88668]]
}

ii) {
  "formula": "C3H7BrN2",
  "method": "ωB97M-V/def2-TZVPD",
  "multiplicity": 1,
  "e_lumo_ev": 0.4428,
  "charge": 0,
  "orbital_gap_ev": 8.852,
  "species": ["C", "C", "C", "N", "N", "Br", "H", "H", "H", "H", "H", "H", "H"],
  "coordinates": [[1.24614, -1.60041, 1.05864], [-1.98030, 0.53840, -0.90065], [1.05789, -0.45275, 0.12071], [1.70030, 1.67277, -0.76716], [1.47973, 0.61226, -0.21883], [-2.80054, 1.09651, 0.93968], [1.92646, -1.24473, 1.80318], [0.26351, -1.80105, 1.52409], [1.66056, -2.44801, 0.46718], [-2.86982, 0.30724, -1.44565], [-1.30564, -0.33328, -0.72985], [-1.33275, 1.27203, -1.24745], [0.95446, 2.38103, -0.60389]]
}

Top of the stability list: ii), leading by 20.5 kcal/mol.

i) {
  "formula": "BrH12O6",
  "method": "ωB97M-V/def2-TZVPD",
  "multiplicity": 1,
  "e_lumo_ev": 3.5261,
  "charge": -1,
  "orbital_gap_ev": 9.125,
  "species": ["Br", "O", "H", "H", "O", "H", "H", "O", "H", "H", "O", "H", "H", "O", "H", "H", "O", "H", "H"],
  "coordinates": [[-0.11275, 0.36731, 0.05912], [0.00754, -0.66972, -2.33687], [0.07451, -0.21943, -1.49484], [-0.87694, -1.03561, -2.34368], [2.37173, -0.06220, -0.12746], [2.60111, -0.20424, -1.04585], [1.44487, -0.29496, -0.07283], [-0.86994, -1.92654, 1.49883], [-1.79986, -1.78633, 1.32038], [-0.42887, -1.20016, 1.05832], [1.47255, 1.72766, -1.30006], [1.00374, 1.09146, -0.75994], [1.52923, 1.31521, -2.16198], [0.40075, 1.14142, 2.42995], [0.30183, 1.98049, 1.98004], [0.43561, 0.49412, 1.72567], [-2.77156, -0.33647, 0.24258], [-2.89611, -0.39745, 1.18967], [-1.88744, 0.01545, 0.13896]]
}

ii) {
  "formula": "BrH12O6",
  "method": "ωB97M-V/def2-TZVPD",
  "multiplicity": 1,
  "e_lumo_ev": 2.7014,
  "charge": -1,
  "orbital_gap_ev": 6.752,
  "species": ["Br", "O", "H", "H", "O", "H", "H", "O", "H", "H", "O", "H", "H", "O", "H", "H", "O", "H", "H"],
  "coordinates": [[0.56944, 0.61661, 0.69914], [-2.39785, 4.07943, -2.38320], [-1.87993, 3.51230, -1.81192], [-2.59803, 3.53481, -3.14449], [1.90377, -2.39618, -3.99984], [1.68702, -2.01639, -3.14836], [1.64670, -1.72659, -4.63372], [-3.76284, -0.62400, 5.32276], [-3.47273, -0.62196, 6.23494], [-2.99290, -0.34813, 4.82544], [-3.08342, -3.39528, -2.42429], [-2.68724, -2.61666, -2.03309], [-3.48436, -3.07945, -3.23406], [4.86785, 1.84051, -3.24696], [4.75841, 2.68553, -3.68307], [4.11435, 1.77377, -2.66044], [2.53584, -0.18975, 6.62853], [2.03943, 0.04333, 5.84400], [2.23648, -1.07187, 6.84869]]
}

iii) {
  "formula": "BrH12O6",
  "method": "ωB97M-V/def2-TZVPD",
  "multiplicity": 1,
  "e_lumo_ev": 3.5308,
  "charge": -1,
  "orbital_gap_ev": 9.695,
  "species": ["Br", "O", "H", "H", "O", "H", "H", "O", "H", "H", "O", "H", "H", "O", "H", "H", "O", "H", "H"],
  "coordinates": [[-0.40493, 12.27095, -24.64736], [0.39998, 11.18958, -27.89234], [-0.34188, 10.68281, -28.23642], [0.05082, 11.60240, -27.07967], [2.47638, 13.58529, -26.15767], [1.89168, 13.03109, -25.61523], [1.86633, 14.16891, -26.62034], [-0.92075, 14.84422, -22.34709], [-0.85255, 14.16263, -23.03938], [-0.02689, 14.90864, -21.99754], [0.26482, 11.08830, -21.39628], [1.13668, 10.80305, -21.68485], [-0.19489, 11.30160, -22.22942], [-1.50616, 14.66355, -26.86836], [-1.56135, 13.98750, -26.16824], [-1.29701, 15.47396, -26.39293], [-2.67308, 9.96968, -23.61145], [-3.48503, 10.46381, -23.46387], [-2.05572, 10.62876, -23.99728]]
}

iv) {
  "formula": "BrH12O6",
  "method": "ωB97M-V/def2-TZVPD",
  "multiplicity": 1,
  "e_lumo_ev": 3.5452,
  "charge": -1,
  "orbital_gap_ev": 9.552,
  "species": ["Br", "O", "H", "H", "O", "H", "H", "O", "H", "H", "O", "H", "H", "O", "H", "H", "O", "H", "H"],
  "coordinates": [[-0.32698, -0.35066, 0.32008], [-1.77142, 1.24569, -2.11354], [-1.58453, 0.83702, -1.27172], [-2.25199, 2.01754, -2.02791], [-0.37774, 3.16849, -0.46779], [0.08974, 3.60059, 0.26027], [-0.49319, 2.28177, -0.17346], [1.79874, 0.60317, 2.53779], [1.94078, -0.02461, 3.23961], [1.14449, 0.23834, 1.95325], [-1.78179, -2.59344, -1.88130], [-2.67470, -2.58863, -2.11729], [-1.63050, -2.01331, -1.13479], [0.46532, -3.35993, 1.65628], [0.12088, -2.47294, 1.63222], [0.58235, -3.43121, 0.70626], [2.22706, 1.22026, -0.61799], [1.47288, 0.64784, -0.33261], [3.05061, 0.97403, -0.16737]]
}

Top of the stability list: iii), leading by 13.7 kcal/mol.

i) {
  "formula": "C6H11INO",
  "method": "ωB97M-V/def2-TZVPD",
  "multiplicity": 1,
  "e_lumo_ev": [-6.5406, -6.3811],
  "charge": 1,
  "orbital_gap_ev": [5.420, 5.696],
  "species": ["C", "C", "C", "C", "C", "C", "N", "O", "I", "H", "H", "H", "H", "H", "H", "H", "H", "H", "H", "H"],
  "coordinates": [[0.11861, 0.14566, 0.06681], [1.40218, 0.35434, -0.82115], [0.33781, -0.62356, 1.69162], [1.31746, 1.43753, -1.86911], [0.37019, 1.12352, -2.92615], [-1.94421, -1.09268, 2.04637], [-0.57532, -1.55952, 2.01022], [-0.99854, 0.40056, -0.35041], [1.61802, 3.31051, -1.14752], [1.49724, -0.71332, -1.13476], [2.12948, 0.59459, -0.03739], [1.28004, -0.98803, 1.59733], [0.32286, 0.23429, 2.39636], [0.35904, 0.05076, -2.95723], [0.68765, 1.42597, -3.91487], [-0.60378, 1.46095, -2.81537], [-1.99598, -0.04032, 2.20570], [-2.54354, -1.45468, 1.20289], [-2.45100, -1.53218, 2.88922], [-0.32818, -2.53438, 1.86744]]
}

ii) {
  "formula": "C6H11INO",
  "method": "ωB97M-V/def2-TZVPD",
  "smiles": "CC1=C(I)OCC[N@H+]1C",
  "multiplicity": 1,
  "e_lumo_ev": -3.0147,
  "charge": 1,
  "orbital_gap_ev": 9.598,
  "species": ["C", "C", "C", "I", "O", "C", "C", "N", "C", "H", "H", "H", "H", "H", "H", "H", "H", "H", "H", "H"],
  "coordinates": [[-0.79480, -2.17536, -0.47157], [-0.65116, -0.61035, -0.19170], [-1.72161, 0.33154, -0.06636], [-3.67091, -0.25620, 0.21191], [-1.55296, 1.64978, 0.02854], [-0.14833, 2.04004, 0.17560], [0.72329, 1.29708, -0.80810], [0.70137, -0.04559, -0.22238], [1.46801, -0.39059, 0.99485], [-0.38919, -2.34055, -1.48075], [-1.80284, -2.45843, -0.53210], [-0.39042, -2.82116, 0.39910], [0.11732, 1.63380, 1.21428], [-0.07246, 3.09620, 0.17696], [0.41941, 1.25654, -1.84609], [1.66478, 1.78077, -0.68943], [1.06182, -0.62787, -0.99560], [1.88490, -1.49529, 1.17939], [2.32357, 0.32675, 1.07460], [0.83022, -0.19112, 1.84885]]
}

Top of the stability list: ii), leading by 32.8 kcal/mol.